# 1
18
Properties=species:S:1:pos:R:3:forces:R:3:mulliken_charge:R:1 method="wB97M-V/def2-TZVPD" homo_lumo_gap_ev=9.5 smiles="C/N=C(/NN)NSC" total_charge=0
C -1.5817 -0.6967 -2.3224 0.471 -3.964 2.727 -0.8571
C 0.4338 -0.0590 0.6846 0.725 0.507 2.276 0.5329
C 1.4665 -0.6915 -1.3241 -1.175 0.707 0.487 -0.8457
H -2.0729 -0.3337 -3.1591 -1.253 0.949 -1.329 0.4060
H -0.6019 -1.0351 -2.6224 0.556 1.036 -0.111 0.2052
H -1.9386 -1.8486 -2.0888 -0.167 3.152 0.047 0.2816
H -1.3465 -0.0411 1.3510 -0.625 -0.473 -1.774 0.2975
H -0.2529 0.6860 2.5372 2.242 -1.035 -1.343 0.2125
H 2.3024 1.6566 2.1988 -1.952 -4.366 1.677 0.2602
H 2.4516 -0.1363 2.8222 -0.863 1.115 -0.736 0.2621
H 0.7842 -1.6070 -1.5276 0.673 1.740 0.533 0.1936
H 1.2221 0.2495 -1.9616 0.517 -2.057 0.520 0.3010
H 2.4391 -1.1000 -1.4661 0.899 0.159 -0.740 0.3646
N -0.9183 -0.2436 0.4165 -0.334 0.138 0.417 -0.3005
N 0.6068 0.2450 2.0294 -2.697 1.702 3.289 -0.0507
N 1.7572 0.6399 2.7144 2.150 2.878 -1.792 -0.7616
N 1.5078 -0.2067 0.0885 0.829 -1.089 -3.346 -0.4724
S -1.5983 0.5719 -0.9409 0.004 -1.100 -0.803 -0.0292



# 2
19
Properties=species:S:1:pos:R:3:forces:R:3:mulliken_charge:R:1 method="wB97M-V/def2-TZVPD" homo_lumo_gap_ev=10.6 smiles="C=N[NH2+]/C(N)=N/NC=[NH2+]" total_charge=+2
C -3.8051 0.4079 -0.5634 -0.053 -2.335 0.854 -0.1488
C 3.1792 -0.1190 -0.0138 2.484 0.022 -0.986 0.1502
C -0.3282 -0.3164 0.1838 -0.313 1.254 -0.393 0.3987
N -2.8972 -0.0955 0.2007 -1.113 -0.780 0.050 -0.5552
N -1.6164 0.6302 0.2961 -0.103 -2.174 -1.366 0.2122
N 1.9437 -0.5081 -0.0402 -1.796 0.793 0.823 0.1420
N 0.8022 0.2741 0.1735 -0.200 0.450 -0.629 -0.4885
N 3.6558 1.0803 -0.0101 -0.923 0.957 -0.141 -0.2687
N -0.7097 -1.5762 0.2335 0.775 0.916 -0.677 -0.3251
H -3.8140 1.2428 -1.1886 0.847 1.969 -0.716 0.3043
H -4.7707 -0.1385 -0.7442 1.127 -0.006 0.940 0.2720
H 3.9690 -0.8792 -0.1713 -0.949 -0.048 0.427 0.3161
H -1.8645 1.3885 -0.2722 1.495 1.924 -1.982 0.3822
H -1.4599 1.0137 1.1735 -0.292 0.884 2.798 0.3186
H 1.8627 -1.4729 -0.0424 -0.493 -2.263 -0.146 0.2332
H 4.6676 1.1856 -0.1439 -0.733 0.438 0.171 0.2880
H 2.9691 1.8483 -0.0939 1.116 -0.123 0.266 0.2752
H -1.6610 -1.7618 0.3318 -2.023 -0.466 0.015 0.2721
H -0.1225 -2.2037 0.6913 1.148 -1.412 0.692 0.2214



# 3
15
Properties=species:S:1:pos:R:3:forces:R:3:mulliken_charge:R:1 method="wB97M-V/def2-TZVPD" homo_lumo_gap_ev=7.1 total_charge=-1
C 2.6087 0.7646 0.0171 -1.602 -1.042 -0.178 -0.6158
O 1.4585 -0.0156 0.1498 0.998 0.161 0.394 -0.8181
H 3.1139 1.0332 0.9772 -0.240 0.207 -0.145 0.1563
H 3.3743 0.2298 -0.5669 0.400 0.085 -0.229 0.1528
H 2.3101 1.6609 -0.5519 0.672 0.536 0.115 0.2033
C -1.4338 0.1413 1.0846 0.867 1.153 -0.819 -0.8748
N -1.1034 0.2072 -0.3519 0.043 -0.470 0.533 -0.6123
C -1.5773 -1.0274 -0.9421 0.447 -0.367 -0.536 -0.8860
H -2.5121 0.1876 1.2478 -0.148 -0.422 0.070 0.3064
H -0.9265 -0.7392 1.4863 -0.368 -0.113 0.555 0.3032
H -1.0096 1.0402 1.5594 -0.035 -0.348 0.018 0.2726
H -0.0249 0.2230 -0.3610 -0.591 -0.072 0.131 0.5458
H -1.0209 -1.2806 -1.8583 -0.292 0.402 -0.005 0.3032
H -2.6427 -0.9637 -1.1523 -0.327 0.001 -0.295 0.2832
H -1.4657 -1.9537 -0.3417 0.178 0.290 0.391 0.2803



What did we get for largest force on an atom? Answer: 5.068, 3.141, 1.920 eV/Å, in the order shown.
What did we get for HOMO level? Answer: -8.79, -17.82, -2.59 eV, in the order shown.
What did we get for relative energy (zero: lowest compared OMol25 entry of this formula, charge and spin)? Answer: 2.829, 0.714, 1.107 eV, in the order shown.